Computed, not measured: a cluster of 2 separate species, C8H15FN2O3S in total, with ωB97M-V/def2-TZVPD.

The geometry in XYZ format:
```
30
C8H15FN2O3S | OMol25 | ωB97M-V/def2-TZVPD
C 3.8482 -0.7341 1.3065
C 3.3683 -0.8007 -0.1486
C 3.3124 0.5514 -0.8332
F 2.6523 0.4211 -2.0364
O 2.7102 1.5875 -0.0881
S 1.3245 1.3892 0.7412
O 1.0549 2.7106 1.2305
O 0.4056 1.1470 -0.5834
C -0.8402 0.5100 -0.3058
C -0.8712 -0.9132 -0.8298
C -1.9886 -1.7812 -0.3115
N -0.0392 -1.3634 -1.6646
H 3.0146 -0.7538 2.0073
H 4.4979 -1.5757 1.5404
H 4.4065 0.1832 1.5009
H 2.3951 -1.2873 -0.2432
H 4.0602 -1.4023 -0.7407
H 4.3046 0.9424 -1.0612
H -1.6157 1.1081 -0.7896
H -1.0579 0.5080 0.7686
H -2.5966 -1.2820 0.4445
H -1.5691 -2.6856 0.1283
H -2.6427 -2.0828 -1.1296
H 0.6440 -0.6481 -1.9219
C -4.5234 1.4358 0.4020
C -5.1885 0.2027 0.8013
N -5.6932 -0.7776 1.1180
H -5.1332 2.3013 0.6537
H -3.5679 1.5261 0.9162
H -4.3491 1.4368 -0.6730
```

Values from the calculation:
E_HOMO   -10.20 eV
Orbital gap   10.60 eV
Total energy   -1147.06703 Ha